[1]
72
Properties=species:S:1:pos:R:3 method="wB97M-V/def2-TZVPD" lumo_energy_ev=-0.3 homo_energy_ev=-7.70 total_energy_ev=-134795.9996 mol_weight_g_mol=789.08 spin_multiplicity=1
Pd -0.467 0.413 0.639
C -4.946 1.271 3.454
S -3.425 1.056 4.404
C -2.147 0.792 3.218
S -2.553 0.852 1.520
N -1.011 0.586 3.805
N 0.058 0.529 2.982
C 1.050 -0.222 3.225
C 2.078 -0.307 2.166
C 3.379 -0.693 2.463
C 4.325 -0.738 1.452
C 3.943 -0.411 0.162
C 2.621 -0.069 -0.066
N 1.712 -0.017 0.901
H -5.755 0.841 4.040
H -4.889 0.750 2.503
H -5.135 2.327 3.278
H 1.152 -0.830 4.124
H 3.636 -0.944 3.483
H 5.345 -1.028 1.670
H 4.641 -0.438 -0.663
H 2.263 0.146 -1.065
C -2.833 5.434 3.027
C -1.711 4.792 3.531
C -0.905 4.038 2.693
C -1.216 3.923 1.343
C -2.350 4.553 0.842
C -3.151 5.312 1.682
As -0.198 2.719 0.224
C -0.651 3.207 -1.585
C -0.652 4.531 -2.022
C -0.967 4.822 -3.339
C -1.280 3.794 -4.222
C -1.278 2.478 -3.789
C -0.966 2.181 -2.469
C 1.661 3.252 0.405
C 2.306 3.008 1.617
C 3.657 3.282 1.758
C 4.380 3.788 0.685
C 3.747 4.016 -0.526
C 2.392 3.747 -0.669
H -3.463 6.020 3.683
H -1.469 4.863 4.584
H -0.053 3.518 3.112
H -2.624 4.443 -0.200
H -4.032 5.800 1.284
H -0.410 5.332 -1.334
H -0.970 5.850 -3.679
H -1.527 4.025 -5.250
H -1.522 1.677 -4.475
H -0.965 1.151 -2.123
H 1.760 2.571 2.445
H 4.148 3.089 2.703
H 5.437 3.996 0.793
H 4.307 4.402 -1.368
H 1.914 3.917 -1.624
O -0.771 -1.613 0.990
C -0.397 -2.195 -0.088
O -0.031 -1.608 -1.108
C -0.417 -3.701 -0.033
C -1.094 -4.360 0.985
C -1.126 -5.747 1.026
C -0.470 -6.488 0.058
C 0.210 -5.808 -0.941
C 0.241 -4.429 -1.014
N 0.922 -6.589 -1.964
O 0.808 -7.799 -1.935
O 1.582 -5.982 -2.783
H -1.591 -3.771 1.744
H -1.663 -6.255 1.816
H -0.474 -7.567 0.063
H 0.760 -3.920 -1.812



[2]
50
Properties=species:S:1:pos:R:3 method="wB97M-V/def2-TZVPD" lumo_energy_ev=-7.9 homo_energy_ev=-12.75 total_charge=+2 total_energy_ev=-57417.8532 mol_weight_g_mol=628.64 spin_multiplicity=1
Pt -0.523 -0.753 1.588
N -2.405 1.057 -0.942
C -2.394 2.116 -0.021
C -3.262 3.175 0.143
C -2.957 4.093 1.143
C -1.821 3.956 1.938
C -0.953 2.889 1.755
C -1.263 1.970 0.769
N -0.538 0.824 0.374
C -1.273 0.223 -0.713
C 0.826 -0.831 -1.940
C 1.575 -1.193 -3.022
S 2.940 -2.060 -2.511
C 2.419 -1.891 -0.894
N 1.309 -1.235 -0.730
H -3.161 0.852 -1.571
H -4.143 3.291 -0.476
H -3.619 4.932 1.308
H -1.621 4.688 2.707
H -0.072 2.759 2.368
H 1.399 -0.982 -4.065
H 2.989 -2.306 -0.075
N -1.941 -1.844 -2.355
C -1.914 -2.047 -0.972
N -1.610 -1.121 -0.165
C -0.465 0.017 -2.058
C -0.060 1.332 -2.614
C -0.319 1.671 -3.888
C -1.078 0.780 -4.708
C -1.615 -0.407 -4.253
C -1.378 -0.765 -2.933
H -2.444 -2.508 -2.929
H -2.244 -3.018 -0.620
H 0.485 1.984 -1.941
H 0.017 2.613 -4.296
H -1.268 1.064 -5.737
H -2.236 -1.019 -4.895
C 1.716 -3.281 3.246
N 2.476 -2.062 3.511
C 3.844 -2.033 3.727
C 4.183 -0.755 3.994
N 3.014 -0.031 3.931
C 1.975 -0.825 3.637
S 0.320 -0.288 3.634
H 2.391 -4.023 2.831
H 0.929 -3.074 2.526
H 1.275 -3.658 4.166
H 4.446 -2.924 3.692
H 5.134 -0.310 4.224
H 2.915 0.958 4.107



[3]
50
Properties=species:S:1:pos:R:3 method="wB97M-V/def2-TZVPD" lumo_energy_ev=-0.1 homo_energy_ev=-8.52 total_energy_ev=-41509.8707 mol_weight_g_mol=367.47 spin_multiplicity=1
C 0.843 2.836 5.098
C 1.611 2.786 3.919
C 2.812 1.813 3.762
N 3.060 1.507 2.374
C 2.348 0.598 1.693
C 1.109 0.217 2.574
C 0.242 -0.649 2.066
C 0.673 -1.476 0.734
C 1.818 -1.020 0.103
C 2.520 -0.005 0.597
H 3.449 0.159 0.314
H 2.142 -1.491 -0.769
C -0.282 -2.373 0.054
O -1.121 -3.173 1.030
N -0.272 -2.629 -1.175
H 0.095 -1.812 -1.596
C -1.339 -3.357 -1.868
H -0.964 -3.568 -2.757
C -2.781 -3.144 -1.796
N -3.106 -1.730 -2.383
C -2.506 -0.551 -1.883
C -3.361 0.683 -2.357
H -3.040 1.531 -2.056
O -3.101 0.724 -3.786
C -3.223 -0.807 -4.554
C -2.745 -1.818 -3.933
H -3.039 -2.551 -4.481
H -1.619 -1.820 -3.993
H -3.133 -0.358 -5.525
H -4.552 -0.647 -4.484
H -4.384 0.403 -2.382
H -2.752 -0.579 -0.863
H -1.555 -0.400 -1.938
H -3.325 -3.679 -2.298
H -3.039 -2.780 -0.760
H -1.344 -4.585 -1.087
H -0.472 -1.317 2.453
H 0.648 0.626 3.677
S 4.049 2.457 1.504
O 4.929 1.662 0.870
O 4.481 3.568 2.275
C 2.788 3.408 0.585
H 2.411 4.145 0.948
H 2.206 2.684 -0.085
H 3.564 3.687 -0.401
H 2.785 1.070 4.333
H 3.728 2.610 3.935
H 1.424 3.635 3.071
H 0.164 3.363 5.209
H 1.157 2.149 6.031



[4]
14
Properties=species:S:1:pos:R:3 method="wB97M-V/def2-TZVPD" lumo_energy_ev=0.8 homo_energy_ev=-6.80 smiles=Nc1cc(O)[nH]c1O total_energy_ev=-11318.9358 mol_weight_g_mol=114.10 spin_multiplicity=1
N 1.943 -0.974 0.052
C 0.636 -0.463 -0.098
C -0.702 -0.953 -0.183
C -1.485 0.083 0.037
O -2.842 0.264 0.036
N -0.829 1.320 -0.065
C 0.541 1.000 -0.119
O 1.569 1.795 -0.036
H 2.317 -1.447 -0.734
H 2.049 -1.420 0.961
H -1.066 -1.933 0.019
H -3.172 -0.607 -0.170
H -1.267 2.123 0.206
H 2.310 1.212 0.093